[1]
# C44H31Br4FFeIN2O5P

A structure of composition C44H31Br4FFeIN2O5P (wB97M-V/def2-TZVPD, OMol25).

```
90
C44H31Br4FFeIN2O5P | OMol25 | wB97M-V/def2-TZVPD
I 1.39446 -4.09034 -1.82873
Br -4.32315 -3.70546 -1.74108
Br -3.93497 -5.08658 3.83054
Br -0.80164 -3.87267 3.80150
Br -5.71297 -5.00185 1.02845
Fe 1.10772 -1.79972 -0.37806
P -0.58620 1.23991 1.29449
F 5.67564 -2.06944 3.93145
O -0.11418 -2.72992 1.13415
O -1.54984 -2.65571 -1.15603
O 2.67025 -0.55855 -1.24130
O 0.29706 0.11749 0.89537
O -0.52025 3.12009 -4.08099
N 3.42902 2.80234 -2.04290
N 0.32056 -1.07916 -2.28156
C 0.14606 0.20448 -2.34705
C 2.46340 0.61775 -1.62240
C -2.29656 0.14125 -0.46854
C -1.28946 -3.25410 1.11117
C -1.96794 -0.24166 3.12135
C -3.19957 -4.36021 2.23556
C -3.84145 2.38567 -0.98727
C -2.55346 -0.54287 4.34016
C -3.35766 -3.77391 -0.09718
C 4.91984 -2.51727 1.72873
C 4.94615 1.01251 -1.43720
C -3.35748 0.05464 -1.35766
C -2.06748 -3.21648 -0.13653
C -0.27227 3.12686 -2.66438
C 3.42589 -1.56068 3.35223
C 2.40873 -1.55392 2.39125
C 1.04870 2.51158 -2.29179
C -2.79188 2.47051 -0.08445
C 2.59298 -2.01218 1.07620
C 2.49530 3.83745 1.43273
C -0.63944 -1.36622 -4.52713
C -1.88679 -3.83191 2.23647
C 3.57268 1.54256 -1.72102
C 0.24706 -3.25164 -3.38247
C -0.06240 -4.05819 -4.45951
C 4.66345 -2.04899 2.99527
C -1.83138 1.58277 5.21098
C 1.70264 2.70072 1.33951
C 0.52622 5.19058 1.71223
C 0.31733 2.80546 1.41510
C -1.31449 0.97913 2.93714
C -3.93324 -4.32910 1.06757
C -0.94344 -2.16653 -5.61414
C 1.17346 1.12015 -2.02092
C -4.12846 1.17914 -1.61943
C 1.90793 5.08268 1.59553
C 2.17684 3.27802 -2.29975
C -1.23795 1.88738 3.99224
C -0.67842 -3.52614 -5.58479
C -2.00330 1.34728 0.17067
C -0.26667 4.05541 1.63404
C 3.88250 -2.48842 0.78808
C -2.49030 0.37229 5.38381
C -0.05986 -1.87949 -3.34799
H -3.55567 -0.88798 -1.85639
H -1.99559 -0.96233 2.30747
H 0.19301 -5.10915 -4.42336
H -0.82446 -0.30250 -4.59020
H -1.38067 -1.71992 -6.50058
H -4.96064 1.11837 -2.31120
H 3.57197 3.74656 1.35344
H -1.66800 -0.72733 -0.29810
H 0.06452 6.15809 1.87049
H -2.58813 3.41659 0.39746
H -1.33589 4.14746 1.77013
H 5.90961 -2.89379 1.48243
H -1.08863 2.62554 -2.13891
H 3.25347 -1.20196 4.36254
H -0.70723 2.82166 3.87160
H 1.43253 -1.18774 2.68916
H -0.92526 -4.16060 -6.42715
H -0.37347 2.22222 -4.39315
H 5.20187 0.23046 -2.15720
H -0.79402 0.58375 -2.76650
H 2.11293 4.33709 -2.53188
H 5.66904 1.82428 -1.50402
H 4.11353 -2.83350 -0.22036
H 2.52733 5.97116 1.63310
H -4.42776 3.27015 -1.21144
H -1.76844 2.28901 6.03289
H -2.95034 0.14231 6.33798
H -0.29051 4.17557 -2.37043
H 4.97908 0.55198 -0.44698
H -3.03885 -1.50168 4.47990
H 2.14741 1.71947 1.19757
```

Calculated values
**Molar mass**: 1220.078 g mol⁻¹
**Gap between HOMO and LUMO (spin up / spin down)**: 0.192 / 0.193 hartree
**Total charge**: -2
**Multiplicity**: 5
**Energy above the lowest of the compared OMol25 structures with the same formula, charge and spin**: 16.8 kcal/mol
**HOMO energy (spin up / spin down)**: -0.049 / -0.050 Ha

***

[2]
# C5H8O

A structure of composition C5H8O (wB97M-V/def2-TZVPD, OMol25).

```
14
C5H8O | OMol25 | wB97M-V/def2-TZVPD
O -1.19207 0.21229 1.16232
C -0.67915 0.03689 -0.90326
C 0.63423 0.56344 -0.36877
C 1.62333 -0.28151 0.39708
C -1.33546 -0.82302 0.16609
C -0.65322 1.08569 0.17623
H 1.16120 -1.14692 0.88004
H -0.96055 2.12784 0.19100
H 1.09867 1.27392 -1.05217
H 2.36952 -0.65689 -0.31066
H -0.82585 -1.74942 0.45938
H 2.12816 0.30034 1.17464
H -0.97471 0.08354 -1.94585
H -2.39409 -1.02619 -0.02607
```

Calculated values
**Molar mass**: 84.118 g mol⁻¹
**Gap between HOMO and LUMO**: 0.379 hartree
**Multiplicity**: 1
**Energy above the lowest of the compared OMol25 structures with the same formula, charge and spin**: 54.8 kcal/mol
**HOMO energy**: -0.338 Ha

***

[3]
# C4H10BCl2I2O

A cluster of 2 separate species, C4H10BCl2I2O in total (wB97M-V/def2-TZVPD, OMol25).

```
20
C4H10BCl2I2O | OMol25 | wB97M-V/def2-TZVPD
I 0.99720 1.67787 -1.68515
I -2.01697 3.49027 -0.20911
Cl -0.43200 -4.51802 -1.81601
Cl 1.27625 -2.57213 -0.41748
O -1.53410 -0.31589 -0.59242
C -0.94352 1.86535 0.76335
C 1.33499 0.92163 1.19101
C 0.52849 1.95840 0.41282
C 0.82876 -3.28535 -1.96757
B -1.73725 0.40911 0.69425
H -1.25760 -0.23477 1.64832
H 0.92185 2.95833 0.58894
H -0.98412 2.20561 1.80555
H 1.15678 1.04047 2.26341
H 2.40258 1.03179 0.99061
H 0.45274 -2.48838 -2.59880
H 1.70661 -3.75792 -2.39028
H -0.79814 -0.92205 -0.47584
H 1.02560 -0.07850 0.89362
H -2.92816 0.61419 0.90076
```

Calculated values
**Molar mass**: 409.649 g mol⁻¹
**Gap between HOMO and LUMO**: 0.263 hartree
**Total charge**: -1
**Multiplicity**: 1
**Energy above the lowest of the compared OMol25 structures with the same formula, charge and spin**: 0.0 kcal/mol
**HOMO energy**: -0.166 Ha

***

[4]
# C13H16ClNOsSTe

A structure of composition C13H16ClNOsSTe (wB97M-V/def2-TZVPD, OMol25).

```
34
C13H16ClNOsSTe | OMol25 | wB97M-V/def2-TZVPD
Os -0.59540 1.19652 0.64500
Te -2.33041 -0.13017 -1.19687
Cl -1.19614 3.46543 1.19385
S 1.35555 0.05818 0.11859
N -0.31604 0.29275 2.57622
C -0.39740 2.99498 -0.35754
C -0.80271 0.00642 4.89221
C 1.91383 -0.10340 1.74055
C -1.20510 0.29137 3.57788
C -3.17885 -1.80429 -0.21861
C -2.64762 0.57176 3.30146
C 0.50569 -0.26443 5.16662
C 0.99973 -0.02170 2.82773
C -4.03722 1.12263 -1.05639
C 2.81875 -0.59626 4.33217
C 3.25215 -0.40725 1.98252
C 1.45276 -0.29042 4.12108
C 3.70277 -0.64656 3.28109
H -4.81548 0.66744 -1.66320
H 0.58838 3.43661 -0.43585
H -1.54579 0.02198 5.67835
H -3.77199 2.09415 -1.46589
H -3.94526 -2.18246 -0.88958
H -4.35178 1.20575 -0.02124
H -1.03596 3.22937 -1.20223
H -2.81166 0.99109 2.30997
H 3.15798 -0.79923 5.34098
H -2.39142 -2.54117 -0.08811
H -3.06104 1.25534 4.04252
H 3.94095 -0.46711 1.14868
H -3.60290 -1.50498 0.73405
H -3.21172 -0.36175 3.37111
H 4.74370 -0.88569 3.45262
H 0.82544 -0.47042 6.18194
```

Calculated values
**Molar mass**: 571.628 g mol⁻¹
**Gap between HOMO and LUMO (spin up / spin down)**: 0.277 / 0.224 hartree
**Total charge**: +2
**Multiplicity**: 5
**Energy above the lowest of the compared OMol25 structures with the same formula, charge and spin**: 0.0 kcal/mol
**HOMO energy (spin up / spin down)**: -0.538 / -0.570 Ha

***

[5]
# C20H18ClN7O

An isolated molecule of C20H18ClN7O (wB97M-V/def2-TZVPD, OMol25).

```
47
C20H18ClN7O | OMol25 | wB97M-V/def2-TZVPD
Cl 2.10751 0.74768 -6.00007
O 1.69050 4.33369 -0.47632
N -2.62843 -5.27324 3.52144
N -0.85569 -4.04858 3.36823
N -4.74838 -4.48118 2.73790
N -2.33239 -1.88408 1.84762
N 2.23819 4.37072 -2.50999
N 1.25211 2.23872 -1.45224
N -5.17011 -2.40345 2.02925
C -0.86956 -1.40844 3.69609
C 3.74810 4.52122 -4.35335
C 1.71022 3.58549 -1.44997
C -0.39468 -0.67109 0.09434
C -0.07779 0.99881 1.73410
C 1.99177 2.79703 -4.44186
C 2.56394 2.31685 -5.61971
C -4.22584 -3.33675 2.44456
C 4.31725 4.02424 -5.45417
C 0.75332 1.49530 -0.44764
C -1.37339 -1.12492 2.33631
C 3.71342 3.01434 -6.18724
C -0.68130 -0.20664 1.33835
C -3.94421 -5.42204 3.24985
C -2.88533 -3.04947 2.45365
C 0.35309 0.20973 -0.79490
C 0.63649 1.79301 0.89736
C 2.55746 3.89269 -3.83894
C -0.23150 -2.76872 3.94452
C -2.22940 -4.03577 3.18010
H -0.08779 -2.99036 5.01189
H 0.91550 2.66012 1.43979
H -0.22737 1.27227 2.77042
H -1.75331 -1.35892 4.24890
H 1.66967 1.63416 -2.14820
H 1.16555 2.23864 -3.98500
H 0.54026 -0.03619 -1.82967
H 4.28269 2.61464 -6.93233
H -0.74686 -1.64596 -0.28870
H -0.12775 -0.68384 4.09429
H 5.18705 4.41791 -5.81432
H -4.27019 -6.48648 3.40158
H -0.58209 -4.96148 3.63511
H 2.68505 5.17794 -2.10287
H -5.96174 -2.95704 1.70973
H 4.31824 5.29363 -3.87300
H 0.78531 -2.61201 3.53331
H -4.77759 -1.80215 1.28179
```

Calculated values
**SMILES**: Nc1ncnc2c1N=C(c1ccc(NC(=O)Nc3cccc(Cl)c3)cc1)CCN2
**Molar mass**: 407.865 g mol⁻¹
**Gap between HOMO and LUMO**: 0.304 hartree
**Multiplicity**: 1
**Energy above the lowest of the compared OMol25 structures with the same formula, charge and spin**: 59.1 kcal/mol
**HOMO energy**: -0.297 Ha

***

[6]
# C14H42BBeF4O7S7

A structure of composition C14H42BBeF4O7S7 (wB97M-V/def2-TZVPD, OMol25).

```
76
C14H42BBeF4O7S7 | OMol25 | wB97M-V/def2-TZVPD
S -3.19066 -0.52607 6.50631
S -6.12520 2.55296 -0.00306
S 4.12167 -6.10951 1.90474
S -4.56075 -4.99546 -1.05992
S 7.85759 1.50438 -0.78175
S 0.38600 6.39907 -2.67059
S 0.45406 -0.92116 -6.48905
F 2.28378 3.51983 3.47120
F 3.33027 1.91311 4.67446
F 4.35957 3.86857 4.32268
F 2.60065 3.85752 5.64448
O -2.20266 -0.61464 5.33741
O -4.94565 1.64951 -0.45608
O 0.73455 4.94323 -2.83403
O -3.15125 -4.60467 -0.79814
O 6.43843 1.83212 -0.42682
O 3.51783 -4.75043 1.86067
O 0.89692 -0.97329 -5.02688
C 3.91056 -6.76222 3.62231
C -3.08238 1.22988 7.08509
C -0.15494 6.79761 -4.41679
C 1.94040 7.35020 -2.60047
C 1.61028 0.32811 -7.31561
C -6.89692 2.96510 -1.63895
C 8.58073 0.87764 0.75651
C -4.74737 -6.04935 -2.51881
C -5.29317 -6.12811 0.26270
C -1.10196 0.07415 -6.71336
C -2.55385 -1.31564 8.00435
C 8.72181 3.16621 -0.99098
C -7.51809 1.52803 0.64509
C 2.75997 -7.14084 1.15280
B 3.11704 3.28293 4.47756
Be 0.75846 -0.02749 0.29375
H 1.73523 1.27903 -6.79771
H -7.80064 3.46900 -1.29620
H -2.67825 -2.39545 8.08580
H 9.63645 0.60742 0.73373
H -4.44497 -7.09504 -2.46251
H -8.46216 2.06830 0.71538
H -1.01442 6.16626 -4.64218
H -6.97534 2.03557 -2.20279
H -2.04110 1.38193 7.36922
H 4.38797 -6.25839 4.46275
H -6.35926 -6.19701 0.04636
H 8.22854 3.75260 -0.21579
H -5.07743 -5.70061 1.24188
H 0.68813 6.68659 -5.09870
H -5.68402 -5.75718 -2.99361
H -4.74630 -7.04780 0.05481
H 2.56258 -0.17503 -7.48319
H 2.44037 7.30584 -3.56803
H 2.89573 -8.21359 1.01545
H -7.40614 1.10010 1.64131
H 8.43785 1.75144 1.39224
H 2.61057 -6.71978 0.15858
H 2.91975 -6.52369 4.00896
H 2.66476 7.05160 -1.84269
H -7.71360 0.58553 0.13365
H 4.07671 -7.83293 3.74091
H -2.93140 -0.82871 8.90348
H 8.52730 3.44642 -2.02623
H -1.81023 -0.75151 -6.78229
H 1.71906 8.41646 -2.55367
H -1.46854 0.76004 -5.94964
H -6.19553 3.72477 -1.98398
H -4.09096 -5.54438 -3.22748
H -1.12010 0.48639 -7.72224
H 9.76792 3.04703 -0.70893
H 1.25087 0.59652 -8.30903
H 7.90124 0.09981 1.10490
H -1.48546 -1.21865 8.19736
H -3.60909 1.12478 8.03358
H -0.50197 7.83049 -4.38827
H -3.45666 1.92382 6.33246
H 1.76679 -7.15927 1.60154
```

Calculated values
**Molar mass**: 642.768 g mol⁻¹
**Gap between HOMO and LUMO**: 0.058 hartree
**Total charge**: +1
**Multiplicity**: 1
**Energy above the lowest of the compared OMol25 structures with the same formula, charge and spin**: 366.7 kcal/mol
**HOMO energy**: -0.387 Ha